# C10H24NO2PV

A molecular structure, C10H24NO2PV in a non-equilibrium geometry (wB97M-V/def2-TZVPD, OMol25).

lowest unoccupied orbital energy (spin up / spin down) = 0.628 / 0.616 eV
energy = -51317.62302 eV
expectation value of S² = 3.769
largest force on an atom = 0.096 Eh/bohr
gap between HOMO and LUMO (spin up / spin down) = 7.055 / 8.518 eV

The geometry in ORCA input format:
```
! RIJCOSX wB97M-V def2-TZVPD def2/J DEFGRID3
* xyz 0 4
V -0.07735 0.30304 -0.13511
P 0.13584 0.08400 -2.43422
O -2.79222 -1.20453 0.18851
O -0.88593 0.36447 1.85258
N -1.17784 0.56172 4.02663
C 1.40178 -0.98130 -3.17832
C 1.55632 0.72938 5.57526
C -1.74219 -0.71580 -0.02612
C -0.34648 0.24416 3.00367
C -1.41040 -0.33446 -3.30030
C 1.91301 0.73421 4.08440
C 0.54789 1.76823 -3.01477
C -0.97624 0.32622 5.43422
C 0.15670 1.21625 5.95143
C 1.07289 -0.22524 3.23587
H -2.21441 0.33326 -2.95805
H 1.41928 -0.80676 -4.26442
H -2.11496 0.78786 3.69925
H 2.38272 -0.74260 -2.74186
H 1.02171 -1.22168 3.71065
H 1.48244 0.75627 -0.14746
H -1.25869 -0.21548 -4.38224
H 2.27315 1.38028 6.09120
H -1.69059 -1.37231 -3.06767
H 1.16316 -2.03381 -2.96622
H 1.84557 1.75027 3.67132
H -0.22767 2.45781 -2.65744
H -0.69610 1.72124 -0.38958
H -1.92784 0.58468 5.92678
H 0.82537 -1.49142 -0.22984
H 0.60625 1.76985 -4.11076
H 0.05781 1.22909 7.04532
H 2.97155 0.44165 3.99935
H 1.68575 -0.28834 5.96723
H 1.50478 2.06635 -2.56616
H 0.82063 -1.37055 0.57272
H 1.56606 -0.36136 2.25689
H -0.74682 -0.74171 5.60899
H 0.00130 2.24277 5.58658
*
```



# C10H24O6S2

3 unconnected molecules or ions with the total composition C10H24O6S2 (wB97M-V/def2-TZVPD, OMol25).

lowest unoccupied orbital energy = 0.279 eV
energy = -44710.52588 eV
largest force on an atom = 0.018 Eh/bohr
gap between HOMO and LUMO = 9.807 eV

The geometry in ORCA input format:
```
! RIJCOSX wB97M-V def2-TZVPD def2/J DEFGRID3
* xyz 0 1
S -0.73563 -3.41040 -1.84042
S 0.19879 2.41547 -2.19881
O 0.17636 2.97325 -0.81539
O -1.19637 3.35933 1.64412
O -1.53517 0.17258 2.34848
O 0.00353 -2.34678 -1.10476
O -1.35766 1.70871 3.96652
O -2.12931 2.29600 1.90745
C 0.43722 -4.73528 -2.14085
C 0.60131 -0.36666 1.28234
C -0.54366 3.66719 -3.24688
C -0.85319 -0.00957 1.08890
C -1.14425 1.23103 -2.30815
C 2.21605 0.26309 3.12314
C 2.52559 1.23078 0.82968
C -1.71452 -4.28879 -0.61808
C -1.58150 1.41595 2.83267
C 1.49778 0.75144 1.86127
H 1.17492 -4.36823 -2.85089
H -0.08649 -5.59200 -2.56442
H 0.97532 -0.67079 0.30321
H -1.50492 3.96594 -2.82964
H -1.35242 -0.84480 0.59337
H 3.33227 0.50286 0.71470
H -2.17833 -5.15830 -1.08342
H 2.82289 1.06283 3.55382
H -0.62527 2.98225 0.94556
H -0.66516 3.26531 -4.25256
H 2.98120 2.16685 1.16701
H 0.92535 -5.00432 -1.20448
H 2.86113 -0.58904 2.89226
H -0.99494 0.85882 0.44407
H -2.48607 -3.60975 -0.26105
H 1.48693 -0.03355 3.88175
H -0.88430 0.37991 -1.68129
H 0.13120 4.51984 -3.27094
H 0.91403 1.62760 2.16124
H -2.06568 1.69278 -1.95229
H 2.06016 1.43751 -0.13393
H 0.63497 -1.23305 1.94814
H -1.24848 0.90288 -3.34210
H -1.07367 -4.58889 0.21069
*
```



# C10H25AgBr2O5

A molecular structure, C10H25AgBr2O5 in a non-equilibrium geometry (wB97M-V/def2-TZVPD, OMol25).

lowest unoccupied orbital energy = 0.550 eV
energy = -165092.36648 eV
largest force on an atom = 0.063 Eh/bohr
gap between HOMO and LUMO = 7.731 eV

The geometry in ORCA input format:
```
! RIJCOSX wB97M-V def2-TZVPD def2/J DEFGRID3
* xyz 0 1
Ag -0.01630 0.17030 0.44767
Br 2.07150 -1.60959 -0.45951
Br 2.57372 -4.36855 3.30541
O -1.64917 -1.64150 -0.53457
O 0.65195 0.76599 -1.89597
O 1.07600 2.34335 0.41906
O -2.03921 1.12356 -0.17400
O -0.03220 0.17432 2.72857
C 2.08143 2.19448 -0.46486
C -3.01616 -1.20666 -0.46146
C -2.13025 2.30079 0.59041
C 1.42537 2.63806 1.77851
C 2.74941 -2.71156 1.02586
C -1.45455 -2.87542 -1.20716
C -3.05216 0.16199 0.17319
C 0.06013 0.53273 -3.18799
C 1.45498 1.89435 -1.89071
C 1.67094 -3.11886 2.06548
H 2.71645 1.34235 -0.22250
H 0.77551 0.51241 -4.01013
H 0.66622 3.13585 2.38182
H 3.23536 -3.55858 0.54160
H 1.38602 -2.15790 2.49381
H -0.67428 1.30033 -3.43201
H 0.86521 2.76855 -2.16648
H 0.38268 0.53802 3.53488
H 2.28506 1.60624 -2.53574
H 2.60897 3.14603 -0.53075
H -1.69107 -2.69450 -2.25569
H -4.01207 0.59259 -0.11184
H 1.69588 1.65729 2.16968
H -3.29906 -1.11482 -1.51010
H -1.42460 2.97197 0.10084
H 3.64658 -2.15871 1.30435
H 0.72511 -3.55469 1.74366
H -0.54526 -0.37329 -3.21520
H -1.89486 2.11015 1.63748
H -2.94777 0.05519 1.25291
H -3.11864 2.75883 0.62754
H -0.43123 -3.25080 -1.20758
H -2.14530 -3.62173 -0.81475
H 2.38461 3.14771 1.86908
H -3.61484 -1.92624 0.09701
*
```



# C10H25BF3N7O9S2

4 unconnected molecules or ions with the total composition C10H25BF3N7O9S2 in a non-equilibrium geometry (wB97M-V/def2-TZVPD, OMol25).

lowest unoccupied orbital energy = -0.019 eV
energy = -70137.97556 eV
SMILES = CCSC[C@H]1OS(=O)(=O)O[C@@]1(COC(F)(F)F)B(N)O.NC(N)=O.NC(N)=O.NC(N)=O
largest force on an atom = 0.021 Eh/bohr
gap between HOMO and LUMO = 8.709 eV

The geometry in ORCA input format:
```
! RIJCOSX wB97M-V def2-TZVPD def2/J DEFGRID3
* xyz 0 1
S 0.40285 -2.51199 -2.14541
S -3.45270 -0.04412 -3.42887
F 0.07093 -1.28961 2.66577
F 1.90053 -0.80328 1.65664
F 0.59710 0.75728 2.32990
O -0.08064 -0.54707 0.65728
O 0.45228 -1.00209 -2.68669
O 6.78439 4.47570 1.03595
O -4.53637 -2.40285 -0.80803
O 4.83782 -0.04219 5.44922
O 1.51466 -2.77422 -1.28950
O -0.86894 -2.33261 -1.23322
O 0.14312 -3.36782 -3.25576
O 0.63256 1.78461 -2.98682
N 6.00509 2.49505 1.82115
N -1.61758 2.15520 -1.94208
N -4.73810 -4.55177 -0.12089
N 4.92960 4.47044 2.34312
N 4.31067 -0.32018 3.25756
N 6.51528 -0.20808 3.92810
N -5.94896 -2.87019 0.90141
C 0.54584 0.05269 -0.48188
C -4.41482 0.47492 -1.98410
C 0.60463 -0.47787 1.80054
C -2.41435 -1.35325 -2.75289
C -1.53978 -1.04023 -1.54819
C -5.04733 1.84993 -2.28083
C 5.19725 -0.18723 4.29804
C 5.96377 3.85779 1.68693
C -5.04206 -3.22333 -0.05751
C -0.31507 -0.15992 -1.76173
B -0.45807 1.33304 -2.30442
H -4.71514 2.22923 -3.25412
H -3.07016 -2.16535 -2.43516
H -5.13952 -5.24112 0.48518
H -6.37535 -3.52589 1.52747
H 0.66818 1.12370 -0.27426
H 6.75728 2.02029 1.35954
H 3.33334 -0.31075 3.48016
H 0.58966 2.74302 -3.11669
H -2.10150 -0.78219 -0.65265
H 4.58938 -0.46643 2.30559
H 1.53829 -0.35350 -0.67204
H 4.25366 3.97612 2.89363
H 6.81547 -0.31578 2.97857
H -4.74154 2.59774 -1.54808
H -1.34223 3.08554 -1.63235
H -4.07177 -4.83819 -0.81388
H 7.20533 -0.09616 4.64684
H -1.80902 -1.71402 -3.58390
H -5.21162 -0.25779 -1.86169
H -2.19452 2.28511 -2.77040
H -6.13361 1.78339 -2.34075
H 4.87162 5.46857 2.27272
H -6.18954 -1.89957 0.97139
H 5.34181 1.96673 2.35880
H -3.80210 0.49055 -1.08672
*
```



Question: The lowest largest force on an atom belongs to which entry?
Answer: C10H24O6S2